7
Properties=species:S:1:pos:R:3:forces:R:3 method="wB97M-V/def2-TZVPD" homo_energy_ha=-0.3513 charge=0 multiplicity=1
C -0.906891 0.577493 -0.029902 1.2 0.4 1.5
O 2.856601 -0.974090 0.454327 0.0 0.0 0.0
F -1.137086 0.760326 -1.300648 -0.7 -0.4 -0.9
F 0.128415 1.392045 0.253573 0.1 -0.3 0.2
F -1.940022 1.009972 0.712150 0.0 -0.4 -0.5
S -0.529085 -1.164219 0.514255 -0.3 0.6 -0.3
I 1.528067 -1.601527 -0.603755 -0.1 0.2 0.0